Entry from OMol25: C4H8O2 in the gas phase (ωB97M-V with the def2-TZVPD basis set).

## Properties
* spin multiplicity: 1
* relative energy (zero: lowest compared OMol25 entry of this formula, charge and spin): 417.4 kJ/mol
* total energy: -307.5534 hartree
* LUMO level (spin up / spin down): 0.223 / 0.226 eV
* orbital gap (spin up / spin down): 7.479 / 7.486 eV
* HOMO energy (spin up / spin down): -7.26 / -7.26 eV

```
14
C4H8O2, DFT ωB97M-V with the def2-TZVPD basis set
C -1.062 0.353 -1.335
C -0.242 0.567 -0.104
O -0.420 1.763 0.462
C 0.223 -0.604 1.608
C 0.845 -0.353 0.304
O 1.048 -1.450 -0.565
H -2.010 0.894 -1.308
H -1.215 -0.715 -1.481
H -0.497 0.713 -2.214
H -0.169 1.560 1.386
H 0.892 -0.581 2.473
H -0.606 -1.288 1.687
H 1.749 0.255 0.458
H 1.464 -1.113 -1.370
```


Entry from OMol25: C21H22ClNO2PRu as an isolated structure in a non-equilibrium geometry (ωB97M-V with the def2-TZVPD basis set).

## Properties
* ⟨S²⟩: 6.05
* spin multiplicity: 5
* total energy: -1913.8703 hartree
* LUMO level (spin up / spin down): -9.922 / -14.173 eV
* orbital gap (spin up / spin down): 7.625 / 3.293 eV
* charge: +3
* HOMO energy (spin up / spin down): -17.55 / -17.47 eV

```
49
C21H22ClNO2PRu, DFT ωB97M-V with the def2-TZVPD basis set
Ru -1.817 -0.346 0.199
Cl -2.527 1.307 1.589
C -1.631 -0.699 -1.555
O -1.546 -0.901 -2.720
P 0.311 0.292 0.042
C 1.382 -0.847 0.984
C 1.342 0.431 -1.487
C 0.446 1.954 0.752
C 1.832 1.663 -1.934
C 2.651 1.728 -3.067
C 2.941 0.562 -3.778
C 2.433 -0.673 -3.357
C 1.637 -0.738 -2.207
H 1.586 2.573 -1.385
H 3.066 2.687 -3.375
H 3.574 0.607 -4.664
H 2.661 -1.587 -3.905
H 1.255 -1.702 -1.861
C 0.721 -1.717 1.842
C 1.415 -2.560 2.716
C 2.805 -2.598 2.629
C 3.474 -1.799 1.700
C 2.775 -0.919 0.872
H -0.356 -1.733 1.794
H 0.857 -3.156 3.435
H 3.349 -3.264 3.295
H 4.557 -1.855 1.621
H 3.288 -0.305 0.134
C 1.407 2.226 1.719
C 1.500 3.523 2.234
C 0.601 4.507 1.811
C -0.408 4.212 0.887
C -0.487 2.924 0.363
H 2.065 1.429 2.055
H 2.284 3.757 2.951
H 0.673 5.519 2.206
H -1.142 4.957 0.580
H -1.309 2.641 -0.296
H -2.109 -1.843 2.185
H -2.186 -1.088 1.879
C -5.867 -1.854 -1.032
C -4.431 -1.741 -0.611
N -3.657 -2.841 -0.565
O -3.978 -0.600 -0.339
H -6.151 -2.900 -1.101
H -5.992 -1.364 -2.007
H -6.509 -1.329 -0.311
H -2.693 -2.796 -0.233
H -4.090 -3.744 -0.682
```